No. 1
27
Properties=species:S:1:pos:R:3:forces:R:3 method="wB97M-V/def2-TZVPD" lumo_energy_ha="-0.0534 / -0.0065" homo_lumo_gap_ev="7.631 / 9.309" homo_ev="-9.082 / -9.485"
H 0.67784 -2.64373 -0.17415 -0.1333 0.8519 -0.4538
H 0.22147 -3.02467 -1.85519 0.0993 -1.1520 -0.2342
H 0.98708 2.85976 -0.47733 -0.2919 -0.3064 -0.6983
H -0.77281 -2.04043 2.37986 -2.0799 -1.7518 -1.1714
Cl 2.88313 -0.85401 1.33228 0.3228 0.7027 -0.1192
C -2.00034 0.92612 -2.49238 -1.1713 1.3919 0.1152
H 0.48636 3.54621 0.93255 -3.8639 2.1265 2.2242
C 0.56590 0.27035 0.55092 -1.2144 0.6585 0.0254
H -2.84294 0.95573 -1.81358 -0.5938 0.3874 -0.2629
O -0.17381 -1.20492 -1.53076 0.2685 0.4503 0.1977
H 1.45969 1.34909 2.18193 -0.2508 0.4950 0.3136
P -0.75688 -0.09004 -0.59136 1.8524 1.5121 0.1107
C 1.10790 2.86223 0.58681 4.2649 -0.7648 -2.1365
C 1.25756 1.49680 1.12835 -0.5156 -1.0379 1.0481
O -0.86391 1.13945 -1.60269 0.0286 -0.3312 -0.4880
Cl 2.74370 0.70701 -1.13824 -0.1310 0.0168 0.0804
H -1.83513 -2.27056 -0.01440 1.1989 -0.9257 -0.9013
C -0.08168 -2.50196 -0.97562 -0.4302 -1.0140 0.6863
H 2.02753 3.48010 0.70006 0.1828 -0.8882 0.0779
C -0.08128 -1.41820 2.77364 -0.6876 5.5941 1.6949
H -0.39557 -0.42843 3.34509 0.3697 -2.3699 -1.4726
H -2.14659 1.66365 -3.34305 0.8854 -0.5799 1.4238
O -1.30677 -2.98375 -0.50384 -0.7376 0.4967 0.2469
H 0.87657 -1.69138 2.97960 2.4016 -1.0015 0.3058
H -2.04186 -0.05357 -2.89211 0.5641 -1.0438 -0.5926
O -1.97911 -0.46733 0.08977 -1.5014 -0.1817 0.7610
C 1.98397 0.41650 0.42383 1.1638 -1.3350 -0.7812



No. 2
83
Properties=species:S:1:pos:R:3:forces:R:3 method="wB97M-V/def2-TZVPD" lumo_energy_ha=0.1387 homo_lumo_gap_ev=5.623 homo_ev=-1.849 total_charge=-2
H 0.80393 -4.50917 -2.84336 -0.0291 0.0231 -0.0200
H 0.40588 -0.31045 -6.43504 0.0213 0.0042 -0.0005
C 1.87678 -1.08059 3.22810 -0.0059 -0.0717 0.0147
N -2.22764 -3.33630 2.12346 0.0248 0.0776 0.0245
H 1.79787 -5.83441 -1.37763 0.0107 0.0227 -0.0298
N 0.67709 -1.03185 -3.34934 -0.0259 -0.2408 0.0513
H -3.04164 -5.91848 2.27068 -0.0176 -0.0020 0.0210
H 1.35692 2.65693 1.42680 -0.0481 0.0648 0.0108
H 1.08909 -1.64281 3.72268 -0.0050 0.0037 0.0009
S 3.14236 -2.02952 -1.97818 0.0414 0.1079 0.0686
H -2.62371 2.90497 4.07738 0.0016 0.0065 -0.0072
H -2.01524 3.72273 0.62884 0.0221 0.0423 -0.0070
C -0.82466 1.85585 -4.96682 0.0380 -0.0741 0.1009
H -0.76959 5.57593 1.50037 0.0003 0.0011 0.0124
H 4.20143 2.57173 -1.21398 0.0138 0.0086 0.0159
N 1.73711 0.55242 -0.17011 0.0028 -0.0334 0.0629
H 3.85520 0.32939 2.42779 0.0198 -0.0039 0.0124
C -0.96167 2.50622 -2.34763 -0.0428 0.1814 0.0424
H -1.47088 1.08034 3.02891 0.0221 0.0581 0.0166
C -3.36894 -5.39412 1.36964 -0.0413 -0.0822 -0.0132
C -0.69103 5.06555 2.46445 0.0218 0.0582 -0.0018
C -1.25861 -2.79219 1.31219 -0.2988 -0.2293 -0.0197
C 2.44297 -4.98973 -1.63590 -0.0293 0.0007 0.0092
S -1.26152 -3.15016 -0.35736 0.0358 -0.0179 -0.0386
C 0.44715 3.26310 1.41932 0.1255 -0.0346 0.0316
N -1.88206 4.24706 2.65984 -0.0853 0.0404 0.0136
C -1.33566 3.09096 -4.61525 0.0289 0.0036 0.0708
H 2.08794 -0.17334 3.80179 -0.0388 0.0494 -0.0210
H 2.57198 -4.39114 -0.73175 0.0206 0.0205 -0.0053
H -1.18302 -0.90518 -5.95024 -0.0212 0.0129 0.0106
H -4.23700 -3.69480 2.37922 0.0339 -0.0202 0.0036
N -0.70965 2.39921 1.60132 -0.1191 0.0718 -0.2338
H -1.67872 3.77391 -5.38416 -0.0163 0.0081 0.0112
N -0.38728 -2.06536 2.00617 0.0879 0.0823 0.0125
H -4.33711 -5.79899 1.06112 -0.0040 0.0019 -0.0089
C 0.10258 -0.37079 -4.29543 -0.0884 0.0569 -0.1938
H 4.28611 -6.08982 -1.34419 -0.0044 0.0045 0.0086
H -3.77427 -3.37801 0.71460 0.0166 -0.0482 -0.0053
C -0.38954 0.97272 -3.96362 -0.0477 0.1387 -0.1982
Cl -3.84718 0.03929 1.96998 -0.0024 -0.0171 -0.1062
N 0.54764 4.28436 2.47973 0.0485 0.0162 -0.0113
C 1.86643 -2.83906 -2.74038 0.1203 -0.4733 -0.0406
H 2.00834 1.60026 -1.89481 0.0126 0.0146 -0.0011
H 5.13468 1.92447 1.02814 0.0052 -0.0001 -0.0167
C 2.44616 1.36743 -0.92998 0.0565 0.0431 -0.0233
Si -3.40352 0.01425 -0.21908 -0.1325 0.1919 0.0862
C 3.46773 0.65234 1.47253 -0.1220 -0.0299 -0.0851
H -2.28626 -2.84361 3.00146 0.0274 -0.0032 0.0022
C 2.23657 0.16339 1.01117 0.1105 0.0405 0.0532
N -0.54571 2.71631 4.00194 0.0568 0.0071 0.0156
H 0.67928 4.31776 4.56855 -0.0066 -0.0054 -0.0145
H 0.37342 3.76654 0.45075 0.0061 0.0023 0.0264
N 1.74668 -4.21376 -2.64325 0.0099 0.1200 0.0440
C 4.18296 1.53607 0.68336 -0.0236 -0.0172 0.0252
C 0.61362 3.57815 3.76297 -0.0162 -0.0327 0.0527
H 0.29421 1.12986 2.91575 -0.0062 0.0051 0.0067
H -0.64262 5.81961 3.25797 0.0080 -0.0115 -0.0096
C -0.12217 -0.90599 -5.68382 0.0269 -0.0713 0.0444
C 3.67130 1.90306 -0.54904 -0.0278 0.0168 -0.0868
C 3.79446 -5.49615 -2.12123 0.0471 -0.0764 0.0165
H -2.64471 -5.58478 0.57884 0.0132 0.0249 -0.0075
C -1.41436 3.43501 -3.27387 0.0011 -0.0016 -0.0107
C -3.47109 -3.89840 1.62568 0.0282 0.0829 -0.0112
N -0.45961 1.32658 -2.67236 -0.0788 -0.1769 0.1803
Na -0.30698 -0.56746 -0.97236 0.2579 -0.0654 -0.1563
H -1.84350 4.36947 -2.93979 -0.0055 0.0136 -0.0258
H 4.43599 -4.65227 -2.36999 -0.0142 0.0301 -0.0017
H -1.03045 2.71359 -1.28248 0.0065 -0.0434 -0.0283
H -1.71725 4.28435 4.74745 0.0077 -0.0104 -0.0205
H 0.25002 -1.92691 -5.72258 -0.0053 0.0084 -0.0014
Cl -4.25980 2.04086 -0.68304 -0.0146 -0.1495 0.0046
C 1.44485 -0.77760 1.82046 0.0518 0.0390 -0.0474
C -0.60979 1.73813 2.89761 0.0024 -0.1009 0.0564
N 0.41399 -1.29843 1.24979 0.0125 0.0047 0.2273
H 3.67671 -6.12087 -3.00993 -0.0117 -0.0015 -0.0110
H 1.51629 2.96103 3.77659 -0.0065 0.0139 -0.0088
N 0.94538 -2.32955 -3.56202 -0.0758 0.3784 0.0495
H -0.76839 1.56250 -6.00468 0.0001 -0.0044 -0.0264
H 2.79083 -1.68340 3.23534 -0.0039 -0.0234 -0.0174
C -1.75068 3.54576 3.93851 -0.0033 -0.0211 0.0212
H -2.78897 2.58998 1.73161 0.0257 0.0323 0.0385
Cl -5.16117 -1.15182 -0.79252 0.0373 0.0463 -0.0171
C -1.91628 3.22783 1.59639 -0.0447 -0.0888 0.0133



No. 3
17
Properties=species:S:1:pos:R:3:forces:R:3 method="wB97M-V/def2-TZVPD" lumo_energy_ha=0.0400 homo_lumo_gap_ev=10.298 homo_ev=-9.209
H 2.42022 0.26783 1.18295 -0.2706 -0.1942 0.0324
H 2.54397 -0.61625 -0.34836 -0.2671 -0.0749 -0.0269
C 0.47842 0.11410 0.09225 -0.1713 0.3837 0.3727
H -2.79263 -1.04366 -0.92590 0.6784 -1.2083 1.0994
O 0.18110 0.27991 -1.33453 0.0461 0.3544 -0.1843
C -0.43398 -1.18690 0.11630 -0.5210 -0.0541 -0.1320
H 2.29371 1.12739 -0.33621 -0.2539 -0.3325 0.1003
H -0.82320 -1.51488 -2.07849 0.3106 0.3079 -0.5285
C -1.89837 -0.62980 -0.42819 0.4277 -0.3072 0.5573
H -2.23424 0.25454 0.08626 0.4995 0.5049 -0.4685
C -0.11552 1.21711 0.96153 -0.1347 0.3487 0.1888
C 2.01640 0.18611 0.17040 -0.1123 -0.2419 0.1202
H -0.11456 -2.12967 0.56801 -0.5250 0.2410 -0.2945
H -0.20254 2.13543 0.37864 0.0682 0.0529 0.1097
H -1.10851 0.93443 1.31498 0.2228 0.2663 0.0132
H 0.48778 1.41044 1.85338 0.0846 -0.0214 -0.2057
C -0.69806 -0.80612 -1.27299 -0.0821 -0.0253 -0.7537



No. 4
60
Properties=species:S:1:pos:R:3:forces:R:3 method="wB97M-V/def2-TZVPD" lumo_energy_ha=-0.1493 homo_lumo_gap_ev=7.634 homo_ev=-11.697 total_charge=+1
C 3.32092 -0.27772 -0.20736 -0.2592 0.8105 -0.2599
N 2.07062 3.15828 3.46234 0.3319 0.0274 0.1186
H -3.46228 3.99088 0.10644 -0.1123 -0.1384 0.0919
C 3.69862 2.33678 -1.04886 -0.5165 -0.1518 0.1095
N -1.13288 3.16058 0.09624 0.9775 0.6814 0.4670
H -3.96608 3.22218 1.63154 -0.0260 -0.0192 -0.1971
H 5.79262 1.95868 -0.84346 0.1552 0.0445 0.0305
C 4.80462 1.53928 -0.74366 -0.2000 -0.1817 -0.0295
C 4.15372 -2.61352 0.02274 0.5737 -0.7528 -0.2660
H 5.81722 -0.69842 1.16164 0.0531 0.0223 0.0243
F 3.90702 3.58298 -1.47336 0.0476 -0.0073 0.0022
C -2.67128 -1.83902 -1.01556 0.0938 -0.0055 -0.0445
C -3.02098 -0.64772 -0.38156 -0.8002 -0.4137 -0.2289
O -0.15378 0.76208 -0.49136 0.6893 -0.1285 -0.4446
H 5.43252 -1.95972 -1.58776 -0.0194 -0.0647 -0.0215
H 3.42472 -3.19542 -1.92456 -0.0167 0.0634 -0.0981
H 4.31372 -3.07842 1.00244 -0.0394 0.1699 -0.0671
C -5.32978 -1.44212 -0.29826 0.1335 0.1290 0.1595
H 1.56362 2.51798 -1.09466 0.0430 0.0324 -0.0368
H 1.82342 -2.91322 1.11234 0.0575 -0.1002 -0.0883
H -5.15448 3.50508 0.34124 0.1200 -0.1238 -0.0456
C 2.21302 0.56898 -0.43696 -0.1911 -0.1859 -0.0778
C -4.11198 3.23168 0.54874 -0.1245 0.4753 0.3082
C 0.88462 0.09688 -0.13536 1.6125 -1.2840 0.2388
H -3.21378 2.70318 -1.90266 -0.0877 -0.0239 0.1180
C -0.45228 3.07328 1.03634 -1.1445 0.7140 -1.0450
H -6.36538 -1.28202 -0.03346 -0.1042 0.0386 0.0094
H -5.77328 1.15918 0.24034 0.1673 0.0859 0.1475
C 1.05172 2.91328 3.00174 0.1281 -0.0386 0.2198
H 6.69972 -0.26412 -0.30376 0.0136 0.0149 0.0470
H -4.65298 0.89948 1.60684 -0.1216 0.1535 -0.2027
N -3.79508 1.91588 -0.02656 -0.8890 0.2176 -0.2263
C -4.37698 -0.46452 -0.05276 0.1884 0.1942 -0.0993
C 0.81732 -1.12182 0.58794 -0.6135 0.7489 -0.0727
C 1.92352 -1.93462 0.66214 -0.0730 0.0964 -0.0758
H -3.82848 1.03318 -1.95626 -0.0281 0.2922 0.1082
O -0.83328 -2.62902 1.43454 0.1801 0.3509 0.0802
C -3.95768 2.01518 -1.49126 0.0141 -0.0941 -0.5796
C -4.73848 0.90008 0.50834 -0.4335 -0.5249 0.1222
C 2.41442 1.88338 -0.88976 0.2806 0.1735 -0.1161
O -1.08498 -0.43532 1.76684 -0.0453 -0.3229 0.8809
H 6.28182 -2.72002 -0.24446 -0.1011 -0.0905 -0.0375
H -1.64008 -1.99892 -1.32506 -0.1276 -0.1179 0.0394
C 5.75382 -0.65092 0.07084 0.0520 -0.1845 -0.0950
N -1.15398 2.00948 2.96904 0.6591 0.2557 1.3586
C -0.18138 2.64918 2.36104 -0.5863 -0.1748 0.0724
H -5.66558 -3.41142 -1.06646 -0.0895 -0.0637 -0.0369
H 4.40552 -4.41632 -1.11846 0.0518 -0.0939 -0.0061
C 4.62542 0.24408 -0.32186 0.0807 0.0964 -0.0385
Zr -1.84368 0.89928 0.56994 -1.0364 0.1410 -1.2271
C -3.62178 -2.82122 -1.26926 0.2771 0.0520 -0.0207
C -4.93818 -2.63562 -0.88556 -0.0133 0.0762 -0.0146
C -0.48048 -1.48472 1.30084 1.3106 -1.8668 -0.4202
H -4.96008 2.38758 -1.74356 0.1512 -0.0043 0.1226
N 3.12052 -1.57742 0.18944 -0.5175 0.1543 0.4443
H 2.73742 -4.15552 -0.61336 -0.0723 -0.0937 0.0450
O -2.27068 1.78378 2.36434 -0.1404 0.7729 0.4499
C 3.63842 -3.66232 -0.96566 0.0553 0.0792 0.2053
C 5.47242 -2.03622 -0.49926 -0.0022 0.1933 0.2370
H -3.33088 -3.73472 -1.76426 0.0335 -0.1059 -0.0384



No. 5
11
Properties=species:S:1:pos:R:3:forces:R:3 method="wB97M-V/def2-TZVPD" lumo_energy_ha="-0.0080 / -0.0359" homo_lumo_gap_ev="8.530 / 8.162" homo_ev="-8.748 / -9.138"
C -1.25765 0.06890 0.26138 0.4856 -1.3858 0.4510
N -0.81868 1.29337 -0.23569 0.3616 1.1479 -0.7720
O 0.31900 1.71093 0.16515 -0.2862 -0.1621 -0.0041
H -2.20016 -0.23702 -0.19418 0.0734 0.0822 0.0657
C -0.13551 -1.03587 0.01232 -1.1043 0.6173 0.1407
H -1.06372 1.52722 -1.20576 0.0852 -0.0426 0.3478
H -1.33148 0.09675 1.35131 -0.2439 0.1373 -0.0667
C 1.10807 -0.74853 -0.02342 -0.2439 0.1002 -0.0943
N 3.54861 -0.23042 -0.04097 0.4049 0.1808 -0.0490
H -0.57466 -2.01639 -0.04272 0.1524 -0.4741 -0.0697
C 2.40616 -0.42895 -0.04741 0.3152 -0.2011 0.0507



No. 6
55
Properties=species:S:1:pos:R:3:forces:R:3 method="wB97M-V/def2-TZVPD" lumo_energy_ha=0.0228 homo_lumo_gap_ev=8.294 smiles="COc1ccc(N2CCN(C(=O)COC(=O)CNC(=O)c3ccccc3)CC2)cc1" homo_ev=-7.672
C 3.29312 -2.51678 0.24579 0.1131 0.0974 -0.0078
N -1.20482 3.40094 0.28338 -0.3103 0.1375 0.1884
H 4.08534 2.34610 0.89635 -0.0285 0.0041 -0.1569
H -7.36547 -4.67574 -0.77971 -0.0080 0.0770 -0.0594
H -6.16681 -1.35774 -1.69344 -0.0794 -0.0350 -0.0495
H -1.18250 0.94220 1.40125 -0.0404 -0.0343 0.0662
H -2.79957 1.36008 -1.87053 0.0293 0.0135 0.0263
H 0.48626 3.04866 -1.77154 0.0217 0.1611 0.0914
H 2.20800 -4.29106 0.73538 -0.0708 -0.0283 0.0031
H 3.23376 -0.07067 0.97383 0.1432 -0.0596 -0.0768
H -7.73038 -2.93645 -0.88947 0.0329 -0.0211 -0.0173
C 3.17665 -3.87022 0.50857 -0.0605 -0.0942 0.0529
C -2.15601 1.45882 1.40270 -0.0638 0.2868 0.0938
C -5.41548 -1.30004 -0.92148 -0.1447 -0.2775 -0.0609
O 0.74821 3.56491 1.39381 0.1710 -0.0232 0.1409
O -5.94175 -3.50828 -0.00505 0.2422 0.1083 0.2015
H 0.94358 4.72168 -1.29189 -0.0344 -0.1112 0.0055
H -6.52890 -3.67186 -1.98920 -0.0218 0.0139 0.0341
C -2.21668 1.60610 -0.98412 -0.0238 0.2684 -0.2096
H 6.40595 -4.78670 0.12789 0.0717 -0.0402 0.0033
C 4.29606 -4.68555 0.47768 -0.0522 -0.0414 0.0034
C 5.53447 -4.14996 0.16351 0.0391 -0.0105 0.0050
O 2.25142 3.28406 -0.74979 0.1713 0.2558 -0.1040
H 4.20048 -5.74044 0.68913 -0.0083 -0.0791 0.0130
H -2.73001 1.15017 2.27700 0.0541 -0.0163 -0.0041
H -2.71098 -1.01889 1.79930 0.0864 0.0314 0.0750
H -2.95657 3.62072 -0.77573 0.0772 -0.0228 -0.1021
C 0.90608 3.67647 -0.98188 -0.1523 -0.2447 0.1636
C -4.25284 -2.20658 0.96324 -0.2870 -0.1779 -0.1665
C 4.53767 -1.97146 -0.05545 -0.0035 -0.3326 -0.1008
H -1.51451 3.50555 -1.79584 -0.0113 0.0027 0.0217
H -4.81892 0.64343 -1.53376 -0.0267 0.1010 -0.0272
C -6.94177 -3.69172 -0.97485 -0.1450 -0.0215 -0.1423
C -3.47195 -1.07280 1.03718 0.0671 0.1359 -0.1016
C -1.90039 2.96828 1.48218 0.1186 -0.1954 0.4314
C 2.38838 2.02212 -0.34519 0.2050 -0.3508 0.0085
C 4.70846 -0.52570 -0.37747 0.0023 0.1224 0.1949
C -4.63827 -0.15998 -0.83523 0.1843 0.0031 0.1099
C 3.81703 1.70648 0.04790 0.0346 0.0097 -0.0600
C -5.23227 -2.34010 -0.01818 0.1407 0.0094 0.1445
N 3.94978 0.31322 0.37624 -0.3145 0.2336 0.1863
H -2.84819 3.50789 1.55050 0.0191 -0.0532 0.0220
H -4.11211 -3.01749 1.66041 0.0199 -0.0985 0.0877
H -1.23493 1.10790 -1.05670 -0.0461 0.0127 -0.0739
C -3.64891 -0.02110 0.13644 -0.2497 -0.2393 -0.0756
H 4.49535 1.92208 -0.78363 -0.1097 0.0571 0.1522
H 2.40755 -1.89674 0.24198 -0.0794 0.0753 -0.0003
O 1.48347 1.22661 -0.30014 -0.0383 0.0458 -0.0457
C 5.65363 -2.80037 -0.11114 -0.0377 0.1653 -0.0188
C -1.99070 3.11989 -0.89686 0.0510 -0.3568 -0.3613
C 0.13669 3.52773 0.34531 0.1971 0.2641 -0.2978
N -2.92290 1.17541 0.20744 0.0434 0.2851 0.0885
H -1.27607 3.20318 2.34417 -0.1223 -0.0026 -0.0860
H 6.60762 -2.36682 -0.37042 0.0767 0.0370 -0.0419
O 5.49641 -0.12071 -1.20961 0.1572 -0.0473 -0.1669